Record 1
Molecular formula: C19H15Cl2N5O4S6Tl
Method: DFT, the ωB97M-V functional and the def2-TZVPD basis

Geometry as XYZ:
```
52
Properties=species:S:1:pos:R:3:forces:R:3
Tl -0.3892 0.3757 -1.2218 0.0 0.1 -0.5
C -2.2203 -3.9687 -0.6033 0.0 0.0 0.0
C -1.4340 -2.6927 -0.5444 0.1 0.0 0.0
N -1.9125 -1.5493 -0.8603 -0.1 -0.1 0.1
N -3.2071 -1.4908 -1.2536 0.1 0.2 0.0
C -3.6281 -0.2942 -1.6046 -0.1 -0.2 0.0
N -4.9391 -0.2598 -1.9758 0.0 0.1 0.1
S -2.8055 1.2242 -1.6588 0.1 0.0 0.1
C -0.0157 -2.7466 -0.1046 -0.1 0.0 0.0
C 0.5426 -3.9562 0.3051 0.0 0.0 0.0
C 1.8551 -3.9906 0.7423 0.0 0.0 0.0
C 2.5840 -2.8166 0.7717 0.0 0.0 0.0
C 1.9610 -1.6553 0.3456 0.0 0.1 0.0
N 0.7070 -1.6191 -0.0862 0.0 -0.1 0.0
H -3.1775 -3.7737 -1.0744 0.0 0.0 0.0
H -1.6850 -4.7246 -1.1803 0.0 0.0 0.0
H -2.3964 -4.3673 0.3991 0.0 0.0 0.0
H -5.3727 -1.1473 -2.1679 0.0 0.0 0.0
H -5.2569 0.5487 -2.4793 0.0 0.0 0.0
H -0.0471 -4.8595 0.2837 0.0 0.0 0.0
H 2.2977 -4.9264 1.0598 0.0 0.0 0.0
H 3.6126 -2.7888 1.1023 0.0 0.0 0.0
H 2.4934 -0.7141 0.3423 0.0 0.0 0.0
S -2.9202 1.0759 -7.6197 0.0 0.0 0.0
C -1.9148 0.8989 -6.3120 -0.1 0.0 0.0
S -1.2114 2.2094 -5.4553 0.0 0.1 0.0
C -0.2539 1.2945 -4.3095 0.0 0.0 -0.1
C -0.3705 -0.0563 -4.4089 -0.1 0.0 -0.1
S 0.3047 -1.1780 -3.2894 0.1 -0.1 0.1
S -1.4633 -0.6223 -5.6538 0.0 -0.1 0.0
S 0.5758 2.1061 -3.0365 0.0 0.1 0.1
Cl 4.2656 -0.8132 -2.3199 0.0 0.0 0.0
C 4.0393 0.9457 -2.3007 -0.1 0.0 -0.1
Cl 3.1560 1.5004 -0.8794 0.2 0.0 0.1
H 3.4431 1.2262 -3.1639 0.0 -0.1 0.0
H 5.0219 1.4011 -2.2963 0.0 0.0 0.0
O -0.7328 0.4185 1.3490 -0.1 0.0 0.1
C -0.0351 1.4452 1.3675 0.0 0.0 0.0
O 0.4207 2.0035 0.3273 0.1 -0.2 0.0
C 0.3139 2.0674 2.6977 0.0 0.1 0.0
C -0.2980 1.5986 3.8541 0.0 0.0 0.0
C -0.0052 2.1707 5.0807 0.0 -0.1 0.0
C 0.9118 3.2048 5.1185 0.0 0.2 0.1
C 1.5481 3.6814 3.9873 0.0 0.0 -0.1
C 1.2382 3.1035 2.7672 0.0 0.0 0.0
N 1.2156 3.8354 6.4222 0.2 -0.3 -0.1
O 0.6435 3.4076 7.4052 -0.1 0.1 0.0
O 2.0494 4.7189 6.4428 -0.1 0.1 0.0
H -1.0038 0.7839 3.7707 0.0 0.0 0.0
H -0.4676 1.8304 5.9951 0.0 0.0 0.0
H 2.2627 4.4863 4.0714 0.0 0.0 0.0
H 1.6999 3.4485 1.8521 0.0 0.0 0.0
```
Forces are in eV/Å.

Output
total charge = -1
energy relative to the best compared isomer or geometry (same formula, charge and spin) = 0.0 kcal per mole
LUMO = 1.27 eV
2S+1 = 1

Record 2
Molecular formula: C40H52F4O12
Method: DFT, the ωB97M-V functional and the def2-TZVPD basis

Geometry as XYZ:
```
108
Properties=species:S:1:pos:R:3:forces:R:3
C 27.5679 -16.6286 -8.5578 0.5 0.3 -0.2
C 29.0814 -16.6857 -8.3643 -1.3 0.0 0.1
O 29.4210 -15.6146 -7.4628 0.5 0.1 0.0
C 30.3012 -14.7111 -7.8885 0.5 -0.1 -0.5
O 30.5838 -14.4605 -9.0316 -0.2 0.0 0.0
O 30.8756 -14.1637 -6.8246 -0.6 -0.1 0.9
C 31.7673 -13.0915 -6.9910 1.3 0.5 0.0
H 27.2247 -17.4768 -9.1489 -0.1 -0.1 0.3
H 27.2515 -15.7305 -9.0890 0.2 0.0 -0.1
H 27.1067 -16.5551 -7.5770 -0.3 -0.4 -0.1
H 29.6066 -16.6247 -9.3130 0.3 0.1 0.2
H 29.3246 -17.5890 -7.8039 0.2 -0.1 -0.2
H 32.4660 -13.2636 -7.8107 -0.3 0.1 -0.3
H 32.3951 -13.0289 -6.1002 -0.3 -0.3 0.2
H 31.2861 -12.1175 -7.0763 -0.3 -0.2 -0.3
C 33.9327 -15.1696 -0.0654 -0.7 -0.6 -0.3
C 32.9050 -14.8095 0.9921 0.1 -0.4 0.2
O 33.2467 -13.6089 1.6829 -0.1 0.6 0.0
C 32.6372 -12.4497 1.3738 0.2 -1.3 0.1
O 31.8198 -12.3055 0.5053 -0.1 0.4 -0.1
O 33.0911 -11.5593 2.2272 0.4 0.9 0.7
C 32.5250 -10.2375 2.1337 -0.4 -0.6 -0.7
H 33.7416 -16.2171 -0.3242 0.2 0.0 0.1
H 34.9476 -15.0859 0.3135 0.0 0.1 0.0
H 33.8087 -14.6581 -1.0196 0.1 0.5 0.2
H 32.9201 -15.5527 1.7921 0.2 -0.1 -0.1
H 31.8744 -14.8220 0.6334 0.1 0.5 -0.3
H 32.8597 -9.6176 2.9564 0.3 -0.3 0.1
H 31.4445 -10.3596 2.1693 0.0 0.3 0.0
H 32.8343 -9.8171 1.1762 -0.2 0.2 0.1
C 25.1164 -15.5585 -3.0428 -0.2 0.4 0.3
C 25.4245 -15.8131 -4.5029 0.5 -0.3 0.3
O 26.0118 -14.6045 -5.0169 0.4 0.1 0.6
C 25.9644 -14.3680 -6.3088 -0.7 0.2 -0.4
O 25.2626 -14.9222 -7.1191 0.0 -0.3 -0.1
O 26.7689 -13.3490 -6.5721 0.3 0.0 -0.1
C 26.8571 -12.8910 -7.9366 0.3 1.2 1.4
H 24.3455 -14.7885 -2.9816 -0.1 -0.1 0.2
H 25.9934 -15.2095 -2.4940 0.2 0.2 -0.4
H 24.8190 -16.4324 -2.4641 -0.3 -0.2 -0.5
H 24.5781 -16.0640 -5.1379 -0.1 -0.2 0.2
H 26.1937 -16.5862 -4.5543 -0.1 -0.1 -0.3
H 26.6764 -13.6808 -8.6507 0.1 0.1 -0.1
H 27.8339 -12.4059 -7.9136 0.3 -0.6 -0.7
H 26.2057 -12.0182 -8.0207 -0.6 -0.5 -0.4
C 31.7414 -17.5467 -5.2427 0.2 1.7 0.6
C 30.4685 -17.1379 -4.5211 -1.2 -0.7 -0.6
O 30.8107 -16.2671 -3.4534 1.2 -0.3 -0.1
C 29.8813 -15.5177 -2.9050 -0.2 0.1 0.5
O 28.7061 -15.5560 -3.1342 -0.7 0.0 -0.2
O 30.4831 -14.7459 -2.0077 0.0 0.0 -0.2
C 29.7119 -13.8372 -1.2336 0.6 0.7 1.0
H 32.2133 -16.5813 -5.4616 0.1 -0.1 -0.4
H 31.5762 -18.0592 -6.1843 -0.1 -0.3 0.2
H 32.4658 -18.0153 -4.5779 -0.3 -0.6 -0.1
H 29.8898 -17.9854 -4.1419 0.3 -0.1 0.3
H 29.7517 -16.6340 -5.1740 0.3 0.2 -0.2
H 28.7223 -13.5622 -1.5872 0.1 -0.4 -0.5
H 30.3627 -12.9731 -1.1199 -0.3 0.2 -0.2
H 29.6459 -14.2105 -0.2090 -0.3 -0.3 -0.1
F 25.4389 -18.9290 -3.2976 -0.6 0.2 -0.2
C 26.4295 -19.5922 -2.7046 1.0 -0.8 0.3
C 27.6612 -18.9997 -2.5949 0.9 0.9 0.2
C 28.7317 -19.6536 -1.9722 -1.6 -0.2 -0.9
C 28.5380 -20.9719 -1.5727 1.0 0.9 0.3
C 27.2949 -21.5847 -1.7022 0.5 0.0 0.3
C 26.2376 -20.8920 -2.2595 -0.6 0.3 -0.4
H 27.8475 -17.9986 -2.9721 -0.4 0.1 0.0
H 29.6543 -19.0977 -1.8954 0.2 -0.3 0.2
H 29.4419 -21.3997 -1.1528 -0.5 -0.7 0.2
H 27.1695 -22.5890 -1.3235 -0.1 -0.1 -0.2
H 25.2534 -21.3150 -2.4200 0.1 -0.2 0.2
F 37.0077 -20.8651 -7.1227 0.2 0.0 0.0
C 36.1359 -20.1786 -7.8832 0.1 0.4 0.0
C 35.9703 -20.5088 -9.2072 -1.5 0.3 -0.4
C 34.9742 -19.7802 -9.8950 0.4 0.0 0.0
C 34.2359 -18.7903 -9.2844 -0.5 -0.4 0.3
C 34.3684 -18.5527 -7.9084 0.3 0.8 -1.9
C 35.4231 -19.1484 -7.2688 -0.5 -0.6 1.2
H 36.3867 -21.3864 -9.6773 0.5 0.1 0.2
H 34.7115 -19.9745 -10.9272 0.4 -0.3 0.0
H 33.4751 -18.3065 -9.8842 0.0 0.2 0.2
H 33.7068 -17.8052 -7.4927 0.2 -0.1 0.5
H 35.5295 -18.9539 -6.2074 0.4 -0.2 0.0
F 30.5315 -13.4767 6.8067 -0.2 -0.2 0.2
C 30.0644 -13.6686 5.5579 0.5 0.7 -0.7
C 29.2016 -12.7242 5.0101 0.1 -1.2 -0.2
C 28.7707 -12.9775 3.7060 -0.4 0.5 0.5
C 29.3194 -13.9756 2.9321 0.6 0.2 0.0
C 30.3548 -14.7693 3.4463 -1.5 0.0 -0.2
C 30.6309 -14.6960 4.8015 0.2 0.2 0.1
H 28.8184 -11.8861 5.5722 0.1 0.0 0.2
H 27.9649 -12.3651 3.3264 0.1 0.0 -0.2
H 28.9762 -14.0744 1.9118 0.1 -0.1 0.0
H 30.7803 -15.4904 2.7638 0.3 -0.2 0.4
H 31.2931 -15.4025 5.2830 0.2 0.2 0.0
F 29.5548 -8.8577 3.3170 -0.2 0.2 0.1
C 28.6808 -9.4254 2.4548 0.5 -0.4 -0.1
C 29.1356 -9.6734 1.1641 -1.0 0.3 -0.2
C 28.2699 -10.3562 0.3176 -0.1 0.2 0.3
C 27.0298 -10.8186 0.7710 0.3 0.3 -0.7
C 26.5718 -10.5097 2.0404 1.0 -0.1 -0.5
C 27.4397 -9.8166 2.9010 -0.9 -0.8 0.2
H 30.0404 -9.2171 0.7932 0.2 -0.2 0.1
H 28.5195 -10.4656 -0.7291 0.2 -0.2 0.0
H 26.4451 -11.3652 0.0414 -0.3 0.0 0.3
H 25.6072 -10.8950 2.3365 0.0 0.2 0.4
H 27.1297 -9.7708 3.9370 0.3 0.6 0.1
```
Forces are in eV/Å.

Output
SMILES string = CCOC(=O)OC.CCOC(=O)OC.CCOC(=O)OC.CCOC(=O)OC.Fc1ccccc1.Fc1ccccc1.Fc1ccccc1.Fc1ccccc1
total charge = 0
energy relative to the best compared isomer or geometry (same formula, charge and spin) = 0.0 kcal per mole
LUMO = 0.44 eV
2S+1 = 1

Record 3
Molecular formula: C2H6N3O2
Method: DFT, the ωB97M-V functional and the def2-TZVPD basis

Geometry as XYZ:
```
13
Properties=species:S:1:pos:R:3:forces:R:3
C 1.3102 1.0351 0.3013 -1.8 3.8 -2.5
C 1.6117 -1.2390 -0.1274 2.0 -3.2 1.2
N -2.4154 -0.0326 0.4334 0.6 0.5 -3.4
N -1.2362 -0.0486 -0.0626 -1.2 0.1 -0.7
N 1.0099 2.0443 -0.2196 0.3 -0.7 1.2
O -3.4795 -0.0463 -0.1698 0.3 -0.3 0.4
O 1.7430 -0.0131 0.6443 1.2 -1.5 1.2
H 2.2067 -1.9864 0.5354 -1.7 1.1 -1.1
H 2.1493 -1.2637 -1.0478 0.7 1.1 -0.7
H 0.5962 -1.4526 -0.3582 -0.8 -0.2 0.6
H -1.4615 -0.0414 -1.0808 0.5 -0.3 0.4
H -2.4143 0.1973 1.3693 -0.4 0.1 3.4
H 0.3797 2.8470 -0.2175 0.3 -0.5 0.0
```
Forces are in eV/Å.

Output
total charge = +1
energy relative to the best compared isomer or geometry (same formula, charge and spin) = 105.5 kcal per mole
LUMO = -4.20 eV
2S+1 = 1

Record 4
Molecular formula: C33H35AuCl2N3O5SSi
Method: DFT, the ωB97M-V functional and the def2-TZVPD basis

Geometry as XYZ:
```
81
Properties=species:S:1:pos:R:3:forces:R:3
Au 1.0246 -0.1173 1.9508 0.0 0.0 0.1
N 4.9189 0.2495 1.1529 0.0 0.0 0.0
C 4.4748 -1.0388 1.2021 0.0 0.0 0.0
O 4.7956 -1.8624 0.3639 0.0 0.0 0.0
C 3.6702 -1.4402 2.4273 0.0 0.0 0.0
C 2.7193 -0.4247 3.0509 0.0 0.0 0.0
H 5.3048 0.5329 0.2643 0.0 0.0 0.0
H 4.4370 0.9672 1.6730 0.0 0.0 0.0
H 4.4283 -1.7096 3.1752 0.0 0.0 0.0
H 3.1500 -2.3611 2.1688 0.0 0.0 0.0
H 3.1703 0.5575 3.1927 0.0 0.0 0.0
H 2.3965 -0.7845 4.0263 0.0 0.0 0.0
Cl 0.8622 1.4915 -4.9002 0.0 0.0 0.0
C 0.6562 -0.1063 -4.2570 0.0 0.0 0.0
C 0.0070 -1.0546 -5.0271 0.0 0.0 0.0
C -0.2043 -2.3229 -4.5099 0.0 0.0 0.0
C 0.2501 -2.6399 -3.2417 0.0 0.0 0.0
C 0.9193 -1.6848 -2.4923 0.0 0.0 0.0
Cl 1.5129 -2.1247 -0.9302 0.0 0.0 0.0
C 1.1240 -0.3851 -2.9695 0.0 0.0 0.0
N 1.7044 0.6115 -2.1798 0.0 0.0 0.0
C 3.0239 1.0328 -2.3896 0.0 0.0 0.0
C 3.8547 0.4060 -3.3164 0.0 0.0 0.0
C 5.1623 0.8256 -3.4968 0.0 0.0 0.0
C 5.6689 1.8777 -2.7510 0.0 0.0 0.0
C 4.8390 2.5117 -1.8358 0.0 0.0 0.0
C 3.5212 2.1175 -1.6446 0.0 0.0 0.0
C 2.6539 2.8682 -0.6633 0.1 0.0 0.0
C 2.5220 2.1487 0.6762 -0.1 0.0 0.0
O 2.9376 2.6260 1.7201 0.0 0.0 0.0
O 1.9467 0.9953 0.5374 0.0 0.0 0.0
H -0.3454 -0.7846 -6.0127 0.0 0.0 0.0
H -0.7280 -3.0652 -5.0974 0.0 0.0 0.0
H 0.1003 -3.6252 -2.8225 0.0 0.0 0.0
H 1.4607 0.5684 -1.1902 0.0 0.0 0.0
H 3.4759 -0.4349 -3.8839 0.0 0.0 0.0
H 5.7896 0.3128 -4.2153 0.0 0.0 0.0
H 6.6919 2.2060 -2.8804 0.0 0.0 0.0
H 5.2147 3.3479 -1.2560 0.0 0.0 0.0
H 1.6480 2.9799 -1.0775 0.0 0.0 0.0
H 3.0735 3.8540 -0.4731 0.0 0.0 0.0
C -2.4351 2.0842 -1.0845 0.0 0.0 0.0
C -2.9715 0.6797 -0.7868 0.0 0.0 0.0
C -4.5005 0.7106 -0.7600 0.0 0.0 0.0
C -2.5154 -0.2664 -1.9017 0.0 0.0 0.0
Si -2.2163 0.1065 0.8659 0.0 0.0 0.0
O -0.6246 0.2180 0.7368 0.0 0.0 -0.1
C -2.7376 -1.6819 1.2064 0.0 0.0 0.0
C -3.7113 -2.0797 2.1241 0.0 0.0 0.0
C -3.9796 -3.4222 2.3607 0.0 0.0 0.0
C -3.2699 -4.4040 1.6836 0.0 0.0 0.0
C -2.2888 -4.0344 0.7739 0.0 0.0 0.0
C -2.0296 -2.6909 0.5424 0.0 0.0 0.0
C -2.8770 1.2199 2.2472 0.0 0.0 0.0
C -4.2245 1.3112 2.6114 0.0 0.0 0.0
C -4.6507 2.1681 3.6174 0.0 0.0 0.0
C -3.7310 2.9645 4.2859 0.0 0.0 0.0
C -2.3897 2.8979 3.9387 0.0 0.0 0.0
C -1.9739 2.0365 2.9318 0.0 0.0 0.0
H -2.8209 2.4422 -2.0474 0.0 0.0 0.0
H -1.3439 2.0810 -1.1361 0.0 0.0 0.0
H -2.7350 2.8008 -0.3145 0.0 0.0 0.0
H -4.8882 0.9612 -1.7554 0.0 0.0 0.0
H -4.8772 1.4635 -0.0646 0.0 0.0 0.0
H -4.9208 -0.2596 -0.4771 0.0 0.0 0.0
H -2.8534 0.1085 -2.8763 0.0 0.0 0.0
H -2.9243 -1.2717 -1.7728 0.0 0.0 0.0
H -1.4275 -0.3436 -1.9321 0.0 0.0 0.0
H -4.2529 -1.3330 2.6925 0.0 0.0 0.0
H -4.7338 -3.7021 3.0869 0.0 0.0 0.0
H -3.4682 -5.4514 1.8770 0.0 0.0 0.0
H -1.7043 -4.7913 0.2650 0.0 0.0 0.0
H -1.2288 -2.4190 -0.1371 0.0 0.0 0.0
H -4.9647 0.7041 2.1021 0.0 0.0 0.0
H -5.7013 2.2149 3.8794 0.0 0.0 0.0
H -4.0594 3.6344 5.0715 0.0 0.0 0.0
H -1.6637 3.5167 4.4523 0.0 0.0 0.0
H -0.9234 1.9978 2.6667 0.0 0.0 0.0
O 0.8103 -3.4425 2.3817 0.0 0.0 0.0
S -0.0300 -2.6705 3.2932 0.0 0.0 0.0
N 0.0049 -1.1801 3.2844 0.0 0.0 -0.1
```
Forces are in eV/Å.

Output
total charge = -1
energy relative to the best compared isomer or geometry (same formula, charge and spin) = 0.5 kcal per mole
LUMO = 2.59 eV
2S+1 = 1

Record 5
Molecular formula: C4H4N6O
Method: DFT, the ωB97M-V functional and the def2-TZVPD basis

Geometry as XYZ:
```
15
Properties=species:S:1:pos:R:3:forces:R:3
C 2.8873 -1.1446 0.2215 0.8 1.0 1.2
C 1.3900 -0.6456 -0.1538 3.0 0.5 2.0
C -0.9138 0.5407 0.0674 5.1 5.4 -0.4
C 1.3445 0.8506 -0.0569 -6.9 -2.2 -0.2
H 3.1492 -2.1857 -0.2499 -0.6 2.0 1.4
H 3.9383 -0.1664 -0.1946 -3.9 -3.2 1.5
H 2.8001 -1.1532 1.7098 0.6 -0.1 -4.9
H -2.7910 1.7728 -0.1315 2.6 -1.9 1.2
N 0.3666 -1.3887 -0.0870 -0.8 -2.8 -0.7
N -0.8431 -0.7774 -0.1624 -0.3 3.7 0.6
N -2.1695 -1.1366 -0.1406 1.9 -7.7 -0.2
N -2.8811 -0.2169 0.0949 -3.5 2.1 -0.5
N -2.1788 0.9122 0.1681 -3.0 2.2 -0.2
N 0.0935 1.4558 0.1410 -2.1 -3.3 0.0
O 2.2428 1.5233 -0.2126 7.1 4.1 -0.8
```
Forces are in eV/Å.

Output
total charge = 0
energy relative to the best compared isomer or geometry (same formula, charge and spin) = 119.8 kcal per mole
LUMO = -0.10 eV
2S+1 = 1

Record 6
Molecular formula: C36H29N3P2PbS2
Method: DFT, the ωB97M-V functional and the def2-TZVPD basis

Geometry as XYZ:
```
73
Properties=species:S:1:pos:R:3:forces:R:3
Pb 0.0281 0.7971 -0.4554 -0.2 -0.1 -0.4
S 1.5130 0.9229 1.7355 0.0 0.0 -0.1
P -0.1095 0.3434 2.8192 0.1 0.0 0.1
C -1.4814 0.2570 1.6970 0.1 0.3 -0.1
P -3.1450 0.2988 2.1686 -0.2 -0.2 -0.1
S -2.3585 1.9457 1.2880 0.1 0.0 0.3
C -4.2458 -0.7423 1.2493 0.0 0.0 0.0
C -5.6169 -0.4800 1.2927 0.0 0.0 0.1
C -6.4834 -1.2832 0.5736 0.0 0.0 0.0
C -5.9875 -2.3507 -0.1660 0.0 0.0 0.0
C -4.6253 -2.6181 -0.1982 0.0 0.0 0.0
C -3.7467 -1.8101 0.5045 0.1 0.0 -0.1
C -3.7220 0.5117 3.8342 0.0 0.0 0.0
C -4.1093 -0.6358 4.5344 0.0 0.0 0.0
C -4.5521 -0.5165 5.8395 0.0 0.0 0.0
C -4.6315 0.7397 6.4310 0.0 0.0 0.0
C -4.2589 1.8775 5.7294 0.0 0.0 0.0
C -3.7932 1.7703 4.4298 0.0 0.0 0.0
C -0.3208 1.4363 4.2242 0.0 -0.1 0.0
C -0.7053 0.9078 5.4583 0.0 0.0 0.0
C -0.9120 1.7551 6.5341 0.0 0.0 0.0
C -0.7484 3.1252 6.3803 0.0 0.0 0.0
C -0.3724 3.6544 5.1522 0.0 0.0 0.0
C -0.1509 2.8129 4.0749 0.0 0.0 -0.1
C 0.1238 -1.3222 3.4459 0.0 0.0 0.0
C 1.3086 -1.5985 4.1296 0.0 0.0 0.0
C 1.5120 -2.8538 4.6760 0.0 0.0 0.0
C 0.5393 -3.8376 4.5404 0.0 0.0 0.0
C -0.6367 -3.5691 3.8552 0.0 0.0 0.0
C -0.8462 -2.3115 3.3075 -0.1 0.0 0.0
H -6.0041 0.3400 1.8860 0.0 0.0 0.0
H -7.5458 -1.0828 0.5929 0.0 0.0 0.0
H -6.6709 -2.9811 -0.7193 0.0 0.0 0.0
H -4.2510 -3.4567 -0.7695 0.0 0.0 0.0
H -2.6801 -1.9989 0.4750 0.0 0.0 0.0
H -4.0788 -1.6113 4.0630 0.0 0.0 0.0
H -4.8520 -1.3977 6.3900 0.0 0.0 0.0
H -4.9970 0.8305 7.4456 0.0 0.0 0.0
H -4.3316 2.8511 6.1949 0.0 0.0 0.0
H -3.4845 2.6523 3.8844 0.0 0.0 0.0
H -0.8299 -0.1606 5.5862 0.0 0.0 0.0
H -1.1922 1.3444 7.4949 0.0 0.0 0.0
H -0.9000 3.7843 7.2251 0.0 0.0 0.0
H -0.2314 4.7210 5.0404 0.0 0.0 0.0
H 0.1774 3.2217 3.1274 0.0 0.0 0.0
H 2.0705 -0.8350 4.2363 0.0 0.0 0.0
H 2.4291 -3.0662 5.2084 0.0 0.0 0.0
H 0.7015 -4.8170 4.9704 0.0 0.0 0.0
H -1.3908 -4.3377 3.7484 0.0 0.0 0.0
H -1.7656 -2.1180 2.7675 0.0 0.0 0.0
C 2.3952 4.5852 -4.4311 0.0 0.0 0.0
C 2.1610 4.4821 -3.0669 0.0 0.0 0.0
C 1.8799 3.2431 -2.5163 0.0 0.1 -0.1
C 1.8403 2.1189 -3.3354 0.0 -0.1 0.0
C 2.0801 2.2140 -4.7064 0.0 0.1 0.0
C 2.3552 3.4561 -5.2451 0.0 0.0 0.0
N 1.5572 0.8903 -2.6848 0.1 0.2 0.1
N 1.6517 -0.1387 -3.3658 0.0 -0.1 0.0
C 1.3879 -1.3415 -2.6530 0.1 0.0 0.0
C 1.7030 -2.5252 -3.2988 0.0 0.0 0.1
C 1.5317 -3.7164 -2.6103 0.0 0.0 0.0
C 1.0506 -3.6810 -1.3095 0.0 0.0 0.0
C 0.7432 -2.4547 -0.7480 0.0 0.0 0.0
N 0.9006 -1.3028 -1.4082 -0.1 -0.1 0.2
H 2.6141 5.5506 -4.8673 0.0 0.0 0.0
H 2.2048 5.3596 -2.4371 0.0 0.0 0.0
H 1.7272 3.1475 -1.4464 0.0 0.0 0.0
H 2.0485 1.3316 -5.3280 0.0 0.0 0.0
H 2.5429 3.5504 -6.3058 0.0 0.0 0.0
H 2.0894 -2.4878 -4.3068 0.0 0.0 0.0
H 1.7801 -4.6579 -3.0811 0.0 0.0 0.0
H 0.9155 -4.5845 -0.7326 0.0 0.0 0.0
H 0.3635 -2.3824 0.2664 0.0 0.0 0.0
```
Forces are in eV/Å.

Output
total charge = +2
LUMO = -6.18 eV
2S+1 = 1